Record 1
{
  "formula": "C4H10ClN2",
  "method": "ωB97M-V/def2-TZVPD",
  "symbols": ["C", "C", "C", "C", "N", "N", "Cl", "H", "H", "H", "H", "H", "H", "H", "H", "H", "H"],
  "positions_angstrom": [[-0.009, 0.076, 0.883], [0.100, -0.908, -2.642], [-1.082, 0.517, 3.096], [0.571, 0.170, -1.754], [-0.982, 0.085, 1.717], [1.851, 0.274, -1.383], [1.462, 0.599, 1.464], [-0.506, -0.368, -3.397], [-0.689, -1.503, -2.076], [0.828, -1.581, -3.103], [-1.570, -0.155, 3.740], [-1.320, 1.543, 3.013], [-0.089, 0.535, 3.453], [0.027, 1.048, -1.661], [2.547, -0.502, -1.399], [-1.789, -0.303, 1.271], [2.065, 0.909, -0.544]],
  "total_charge": 1,
  "de_lowest_kj_mol": 244.5,
  "homo_energy_ev": -13.0
}

---

Record 2
{
  "formula": "C5H17NO3",
  "method": "ωB97M-V/def2-TZVPD",
  "symbols": ["C", "C", "C", "C", "N", "C", "O", "H", "H", "H", "H", "H", "H", "H", "H", "H", "H", "H", "H", "H", "O", "H", "H", "O", "H", "H"],
  "positions_angstrom": [[-1.608, -0.822, -0.331], [-0.251, -1.538, -0.181], [0.207, -2.088, -1.520], [0.856, -0.756, 0.510], [0.403, -0.368, 1.898], [1.200, 0.594, -0.150], [2.614, 0.657, -0.443], [-2.394, -1.582, -0.335], [-1.655, -0.279, -1.264], [-1.790, -0.213, 0.558], [-0.380, -2.375, 0.515], [0.830, -1.365, -2.053], [-0.641, -2.394, -2.144], [0.768, -3.023, -1.451], [1.767, -1.340, 0.666], [-0.269, -0.988, 2.307], [1.230, -0.239, 2.454], [0.711, 0.715, -1.120], [0.965, 1.374, 0.551], [2.742, 0.538, -1.400], [-1.066, 2.858, -1.186], [-1.605, 2.095, -1.040], [-0.841, 3.113, -0.290], [-0.556, 2.709, 1.522], [-0.147, 1.831, 1.596], [-1.090, 2.886, 2.329]],
  "de_lowest_kj_mol": 73.2,
  "smiles": "CC(C)[C@H](N)CO.O.O",
  "homo_energy_ev": -9.7
}

---

Record 3
{
  "formula": "C7H28O7",
  "method": "ωB97M-V/def2-TZVPD",
  "symbols": ["C", "O", "H", "H", "H", "H", "C", "O", "H", "H", "H", "H", "C", "O", "H", "H", "H", "H", "C", "O", "H", "H", "H", "H", "C", "O", "H", "H", "H", "H", "C", "O", "H", "H", "H", "H", "C", "O", "H", "H", "H", "H"],
  "positions_angstrom": [[-2.785, 0.001, 2.776], [-1.721, -0.228, 1.886], [-3.723, -0.154, 2.242], [-2.737, -0.690, 3.617], [-2.832, 1.052, 3.061], [-1.706, 0.378, 1.142], [-2.762, 1.852, -3.844], [-2.161, 2.151, -2.560], [-2.015, 2.049, -4.613], [-3.101, 0.820, -3.934], [-3.672, 2.445, -3.946], [-1.268, 1.799, -2.565], [4.220, 0.495, 0.191], [5.282, 1.131, 0.901], [4.119, 1.064, -0.733], [4.343, -0.577, 0.035], [3.345, 0.777, 0.778], [4.951, 2.030, 0.959], [1.248, -2.200, 2.721], [0.473, -2.668, 1.612], [1.025, -2.509, 3.743], [2.285, -2.534, 2.680], [1.250, -1.119, 2.579], [-0.333, -2.147, 1.630], [0.557, 0.029, -1.133], [-0.055, 0.376, -2.423], [1.001, 0.942, -0.737], [-0.174, -0.390, -0.440], [1.385, -0.678, -1.194], [-0.087, -0.468, -2.879], [-1.517, -2.811, -1.983], [-0.924, -2.127, -3.100], [-0.899, -3.445, -1.347], [-1.963, -2.075, -1.314], [-2.311, -3.484, -2.305], [-0.425, -2.753, -3.630], [0.459, 1.979, 1.931], [1.419, 2.895, 1.941], [0.919, 1.063, 1.561], [0.090, 1.806, 2.943], [-0.314, 2.318, 1.241], [1.116, 3.608, 2.507]],
  "de_lowest_kj_mol": 413.3,
  "smiles": "CO.CO.CO.CO.CO.CO.CO",
  "homo_energy_ev": -9.6
}

---

Record 4
{
  "formula": "C6H7N",
  "method": "ωB97M-V/def2-TZVPD",
  "symbols": ["N", "C", "C", "C", "C", "C", "C", "H", "H", "H", "H", "H", "H", "H"],
  "positions_angstrom": [[-0.717, 1.797, -1.995], [-0.421, 1.509, -0.914], [-0.138, 0.927, 0.410], [1.227, 0.188, 0.400], [0.883, -1.007, -0.464], [-0.424, -1.256, -0.409], [-1.106, -0.275, 0.525], [-0.253, 1.684, 1.194], [2.090, 0.761, 0.052], [1.439, -0.119, 1.436], [1.610, -1.525, -1.079], [-0.959, -2.006, -0.979], [-2.138, -0.031, 0.263], [-1.094, -0.647, 1.561]],
  "de_lowest_kj_mol": 104.3,
  "smiles": "N#CC1CC=CC1",
  "homo_energy_ev": -9.7
}

---

Record 5
{
  "formula": "C42H49BCl3MnN4O8",
  "method": "ωB97M-V/def2-TZVPD",
  "symbols": ["Mn", "O", "C", "O", "C", "O", "O", "Cl", "C", "C", "C", "Cl", "C", "O", "C", "Cl", "C", "H", "H", "C", "C", "C", "C", "C", "C", "O", "N", "C", "O", "N", "C", "O", "H", "H", "H", "H", "H", "H", "H", "H", "H", "H", "H", "C", "C", "C", "C", "C", "C", "C", "C", "C", "C", "C", "C", "N", "B", "N", "C", "C", "C", "C", "C", "C", "C", "C", "C", "C", "C", "C", "C", "C", "H", "H", "H", "H", "H", "H", "H", "H", "H", "H", "H", "H", "H", "H", "H", "H", "H", "H", "H", "H", "H", "H", "H", "H", "H", "H", "H", "H", "H", "H", "H", "H", "H", "H", "H", "H"],
  "positions_angstrom": [[-0.497, 0.039, 0.522], [-3.002, 2.650, 1.811], [-2.039, 1.994, 1.547], [-2.038, 0.696, 1.258], [-0.580, 2.532, 1.566], [-0.285, 3.676, 1.768], [0.278, 1.546, 1.355], [-5.258, -3.422, -4.175], [-4.157, -2.817, -2.965], [-3.986, -1.459, -2.804], [-3.099, -0.978, -1.854], [-3.014, 0.732, -1.672], [-2.305, -1.827, -1.053], [-1.374, -1.458, -0.196], [-2.586, -3.199, -1.220], [-1.777, -4.340, -0.198], [-3.470, -3.699, -2.158], [-4.545, -0.755, -3.405], [-3.610, -4.766, -2.254], [2.662, 4.104, -1.191], [2.092, 4.143, -2.607], [1.452, 2.821, -3.070], [0.962, 2.982, -4.520], [0.235, 1.749, -5.057], [2.506, 1.727, -3.055], [3.483, 1.745, -3.774], [2.303, 0.690, -2.170], [1.202, 0.597, -1.344], [1.166, -0.388, -0.537], [0.208, 1.450, -1.363], [0.230, 2.558, -2.168], [-0.702, 3.333, -2.214], [3.090, 5.073, -0.927], [3.455, 3.357, -1.108], [1.886, 3.874, -0.454], [2.873, 4.402, -3.324], [1.306, 4.896, -2.667], [1.829, 3.209, -5.142], [0.291, 3.840, -4.529], [0.893, 0.874, -5.071], [-0.111, 1.921, -6.078], [-0.640, 1.512, -4.446], [3.005, -0.031, -2.101], [2.030, -4.733, 0.125], [2.075, -3.947, 1.436], [2.498, -4.876, 2.581], [3.030, -2.774, 1.339], [4.274, -3.014, 0.768], [5.247, -2.034, 0.726], [4.989, -0.810, 1.304], [3.765, -0.514, 1.906], [3.725, 0.901, 2.506], [2.796, 1.204, 3.684], [3.485, 1.923, 1.389], [2.760, -1.502, 1.879], [1.519, -1.274, 2.588], [0.202, -0.757, 2.286], [-0.497, -0.726, 3.543], [0.311, -1.379, 4.480], [1.490, -1.695, 3.925], [-1.792, -0.236, 3.962], [-1.833, 1.023, 4.584], [-3.062, 1.502, 5.024], [-4.215, 0.762, 4.856], [-4.159, -0.468, 4.224], [-2.958, -0.991, 3.758], [-2.964, -2.336, 3.054], [-2.644, -3.481, 4.024], [-4.307, -2.606, 2.372], [-0.589, 1.885, 4.776], [0.096, 1.609, 6.123], [-0.889, 3.383, 4.683], [1.292, -5.530, 0.191], [2.995, -5.200, -0.087], [1.764, -4.087, -0.711], [1.072, -3.577, 1.657], [3.484, -5.304, 2.378], [1.783, -5.697, 2.690], [2.549, -4.340, 3.531], [4.490, -3.993, 0.357], [6.209, -2.234, 0.271], [5.764, -0.050, 1.315], [4.744, 1.062, 2.868], [1.752, 1.231, 3.374], [3.049, 2.192, 4.078], [2.905, 0.482, 4.494], [2.475, 1.824, 0.999], [4.198, 1.787, 0.573], [3.592, 2.941, 1.776], [-0.026, -1.535, 5.490], [2.352, -2.155, 4.380], [-3.121, 2.481, 5.484], [-5.168, 1.156, 5.191], [-5.078, -1.020, 4.068], [-2.200, -2.316, 2.276], [-3.374, -3.491, 4.840], [-1.646, -3.384, 4.456], [-2.696, -4.444, 3.504], [-5.099, -2.778, 3.107], [-4.234, -3.500, 1.757], [-4.602, -1.773, 1.727], [0.114, 1.634, 3.981], [-0.602, 1.808, 6.942], [0.963, 2.266, 6.242], [0.443, 0.584, 6.210], [-1.345, 3.749, 5.609], [-1.551, 3.618, 3.847], [0.041, 3.933, 4.527]],
  "spin_multiplicity": 2,
  "total_charge": -1,
  "de_lowest_kj_mol": 0.0,
  "homo_energy_ev": [-5.9, -6.0]
}

---

Record 6
{
  "formula": "C25H54BN4O3",
  "method": "ωB97M-V/def2-TZVPD",
  "symbols": ["C", "N", "C", "B", "O", "C", "C", "C", "C", "C", "N", "H", "H", "H", "H", "H", "H", "H", "H", "H", "H", "H", "H", "H", "H", "H", "H", "H", "H", "C", "C", "C", "C", "C", "C", "N", "O", "C", "C", "C", "H", "H", "H", "H", "H", "H", "H", "H", "H", "H", "H", "H", "H", "H", "H", "H", "H", "H", "C", "C", "C", "C", "C", "C", "N", "O", "C", "C", "C", "H", "H", "H", "H", "H", "H", "H", "H", "H", "H", "H", "H", "H", "H", "H", "H", "H", "H"],
  "positions_angstrom": [[0.147, 1.131, -7.121], [1.444, 1.518, -6.518], [2.288, 0.346, -6.242], [1.232, 2.351, -5.369], [1.293, 1.849, -4.100], [1.061, 3.948, -5.592], [0.883, 4.409, -7.044], [0.288, 5.818, -7.178], [0.614, 6.642, -5.939], [-0.191, 6.079, -4.786], [0.010, 4.565, -4.669], [0.220, 0.105, -7.478], [-0.103, 1.759, -7.978], [-0.693, 1.151, -6.415], [3.175, 0.644, -5.685], [1.768, -0.425, -5.663], [2.620, -0.084, -7.187], [0.704, 2.148, -3.404], [1.995, 4.360, -5.195], [0.312, 3.684, -7.618], [1.888, 4.393, -7.468], [0.654, 6.289, -8.088], [-0.802, 5.759, -7.268], [1.685, 6.623, -5.723], [0.328, 7.688, -6.052], [0.044, 6.516, -3.817], [-1.252, 6.226, -4.981], [0.291, 4.353, -3.712], [-0.887, 4.103, -4.812], [-0.501, -2.273, 1.166], [-1.135, -1.568, -0.048], [-0.795, -2.250, -1.390], [0.599, -1.966, -1.946], [0.878, -0.469, -1.959], [0.706, 0.174, -0.581], [-0.697, -0.130, -0.141], [-1.563, 0.669, -0.631], [1.783, -0.318, 0.385], [0.839, 1.692, -0.682], [-2.650, -1.587, 0.136], [0.216, -1.653, 1.691], [-1.262, -2.518, 1.902], [-0.002, -3.200, 0.878], [-1.533, -1.917, -2.126], [-0.943, -3.324, -1.260], [1.370, -2.497, -1.382], [0.648, -2.353, -2.966], [1.887, -0.256, -2.323], [0.176, 0.022, -2.639], [1.625, 0.087, 1.385], [2.747, 0.039, 0.021], [1.840, -1.400, 0.456], [0.145, 2.097, -1.421], [1.867, 1.936, -0.958], [0.608, 2.168, 0.271], [-2.934, -1.008, 1.014], [-2.952, -2.623, 0.294], [-3.175, -1.188, -0.728], [-1.261, -0.896, 7.513], [-1.734, -1.934, 6.474], [-2.221, -3.247, 7.120], [-1.119, -4.188, 7.594], [-0.100, -4.439, 6.490], [0.508, -3.138, 5.954], [-0.638, -2.270, 5.500], [-1.042, -2.535, 4.321], [1.377, -2.476, 7.022], [1.390, -3.413, 4.740], [-2.891, -1.321, 5.689], [-0.207, -0.664, 7.425], [-1.800, 0.040, 7.369], [-1.450, -1.234, 8.533], [-2.836, -3.773, 6.384], [-2.879, -2.980, 7.950], [-0.632, -3.800, 8.493], [-1.575, -5.137, 7.883], [0.713, -5.079, 6.844], [-0.584, -4.960, 5.659], [1.760, -1.516, 6.674], [2.228, -3.131, 7.211], [0.868, -2.324, 7.970], [0.858, -3.974, 3.978], [2.258, -3.988, 5.066], [1.738, -2.477, 4.300], [-2.552, -0.455, 5.120], [-3.645, -0.992, 6.407], [-3.340, -2.031, 5.001]],
  "spin_multiplicity": 3,
  "total_charge": 1,
  "homo_energy_ev": [-9.3, -10.6]
}

---

Record 7
{
  "formula": "C4H6LuO3",
  "method": "ωB97M-V/def2-TZVPD",
  "symbols": ["C", "C", "O", "H", "H", "H", "O", "C", "O", "Lu", "C", "H", "H", "H"],
  "positions_angstrom": [[3.091, 0.112, 0.405], [2.297, -0.110, -0.575], [3.748, 0.175, 1.430], [2.689, 0.312, -1.525], [1.641, -0.989, -0.544], [4.609, -0.301, 1.437], [-0.823, -1.042, -1.266], [-1.740, -1.297, -0.573], [-2.525, -0.443, 0.097], [-4.072, -1.393, 1.558], [-2.264, 1.013, -0.086], [-1.233, 1.213, 0.215], [-2.444, 1.230, -1.141], [-2.975, 1.521, 0.569]],
  "spin_multiplicity": 2,
  "total_charge": 4,
  "de_lowest_kj_mol": 0.0,
  "homo_energy_ev": [-24.1, -24.1]
}

---

Record 8
{
  "formula": "C16H32GeNO2SSe2Si3SnTe2",
  "method": "ωB97M-V/def2-TZVPD",
  "symbols": ["Sn", "Se", "Te", "Te", "Se", "O", "O", "C", "Si", "C", "C", "Ge", "Si", "C", "C", "C", "Si", "C", "C", "C", "H", "H", "H", "H", "H", "H", "H", "H", "H", "H", "H", "H", "H", "H", "H", "H", "H", "H", "H", "H", "H", "H", "H", "H", "H", "H", "H", "S", "C", "N", "C", "C", "C", "C", "C", "C", "H", "H", "H", "H", "H"],
  "positions_angstrom": [[0.892, -2.051, -0.672], [3.540, -2.367, -0.249], [3.719, -3.786, 1.773], [2.118, -2.459, 3.478], [0.384, -1.518, 1.964], [-0.078, 0.500, -0.448], [-0.403, 1.795, -1.070], [3.827, 1.476, 1.373], [2.916, 2.189, -0.116], [3.295, 1.308, -1.729], [2.920, 4.065, -0.274], [0.542, 1.857, 0.754], [-1.276, 2.232, 2.527], [-1.444, 4.102, 2.396], [-2.819, 1.238, 2.162], [-0.265, 1.677, 4.014], [-1.153, 1.876, -2.630], [-1.087, 3.751, -2.712], [-0.078, 0.956, -3.857], [-2.864, 1.127, -2.561], [4.908, 1.571, 1.253], [3.601, 0.412, 1.477], [3.546, 1.981, 2.299], [4.374, 1.310, -1.897], [2.823, 1.806, -2.576], [2.972, 0.268, -1.723], [3.938, 4.450, -0.366], [2.461, 4.536, 0.596], [2.367, 4.383, -1.160], [-1.949, 4.397, 1.475], [-0.467, 4.587, 2.427], [-2.030, 4.491, 3.232], [-3.317, 1.601, 1.263], [-3.523, 1.326, 2.993], [-2.585, 0.180, 2.031], [0.719, 2.151, 4.017], [-0.128, 0.595, 4.012], [-0.762, 1.947, 4.949], [-0.059, 4.115, -2.754], [-1.570, 4.205, -1.845], [-1.603, 4.118, -3.602], [0.879, 1.448, -4.035], [-0.595, 0.885, -4.816], [0.118, -0.063, -3.515], [-3.527, 1.635, -1.861], [-2.833, 0.067, -2.299], [-3.313, 1.200, -3.555], [0.825, -6.944, -0.670], [1.432, -5.358, -0.766], [0.601, -4.402, -0.463], [-0.650, -4.912, -0.126], [-1.784, -4.174, 0.222], [-2.948, -4.849, 0.514], [-3.001, -6.247, 0.467], [-1.894, -6.991, 0.123], [-0.717, -6.311, -0.176], [2.448, -5.173, -1.086], [-1.738, -3.092, 0.254], [-3.835, -4.294, 0.788], [-3.931, -6.749, 0.699], [-1.939, -8.071, 0.075]],
  "spin_multiplicity": 2,
  "total_charge": 2,
  "de_lowest_kj_mol": 81.6,
  "homo_energy_ev": [-13.6, -13.5]
}

---

For reference, max |F| by record: 4.58; 2.28; 4.32; 1.09; 1.29; 0.72; 3.50; 1.20 eV Å⁻¹.
For reference, molecular weight by record: 121.59; 139.19; 224.29; 93.13; 909.98; 469.54; 277.06; 991.20 Da.